[1]
DFT (wB97M-V/def2-TZVPD) results for the molecule C6H8OS at a distorted geometry.

Geometry (Å):
C1 -1.67924 -0.58236 1.71041
S1 -1.02731 -0.17776 0.18529
O1 -1.96068 -0.86492 -1.11670
C2 -0.95212 1.65722 0.18050
C3 0.21491 2.10170 -0.30979
C4 1.17569 0.99783 -0.66717
C5 0.65762 -0.23483 -0.37256
C6 1.20608 -1.64917 -0.61543
H1 -2.16635 -1.52795 1.96376
H2 -0.79905 -0.31188 2.34649
H3 -1.76127 2.11562 0.74211
H4 0.53651 3.03795 -0.59872
H5 2.05640 1.29533 -1.12742
H6 0.75949 -2.26339 -1.35640
H7 1.56351 -2.30902 0.16599
H8 2.17581 -1.28437 -1.13037

- Multiplicity: 1
- Energy relative to the best compared isomer or geometry (same formula, charge and spin): 6.6185 eV
- Total charge: 0
- E: -706.60294 hartree
- LUMO level (alpha / beta): -1.05 / -1.05 eV
- Orbital gap (alpha / beta): 7.19 / 7.19 eV

Atom charges from the Mulliken analysis, given in e for atoms 1 to 8: number 1, C, carries -0.9031; number 2, S, carries 0.6819; number 3, O, carries -0.6274; number 4, C, carries -0.5897; number 5, C, carries -0.3522; number 6, C, carries -0.3198; number 7, C, carries 0.2618; number 8, C, carries -1.0131



[2]
DFT (wB97M-V/def2-TZVPD) results for the molecule C6H8OS at a distorted geometry.

Geometry (Å):
C1 1.98167 -0.02928 0.63454
C2 0.63099 -0.28492 -0.06311
C3 -0.02461 0.89938 -0.67496
C4 -1.54640 0.67686 -0.66219
C5 -1.71330 -0.56820 0.20341
O1 -2.76189 -1.10869 0.44593
C6 -0.37517 -1.09090 0.58921
S1 0.39447 -1.86451 -0.85945
H1 2.30282 -0.90123 1.17314
H2 2.00043 0.83267 1.34891
H3 2.73367 0.15396 -0.12491
H4 0.23927 1.71302 -0.00444
H5 0.39409 1.16521 -1.65606
H6 -2.07394 1.55793 -0.25932
H7 -1.95525 0.43516 -1.63441
H8 -0.22684 -1.58646 1.54371

- Multiplicity: 1
- Energy relative to the best compared isomer or geometry (same formula, charge and spin): 0.2784 eV
- Total charge: 0
- E: -706.83593 hartree
- LUMO level: 0.57 eV
- Orbital gap: 9.64 eV

Atom charges from the Mulliken analysis, given in e for atoms 1 to 8: number 1, C, carries -1.4388; number 2, C, carries 1.0633; number 3, C, carries -0.8600; number 4, C, carries -0.3151; number 5, C, carries 0.0491; number 6, O, carries -0.5648; number 7, C, carries -0.5073; number 8, S, carries -0.1964



[3]
DFT (wB97M-V/def2-TZVPD) results for the molecule C6H8OS at a distorted geometry.

Geometry (Å):
C1 -1.07271 1.89531 0.13758
C2 -1.15569 0.83168 -0.62595
C3 -0.77580 -0.40558 0.07982
C4 0.22375 -1.41119 -0.46753
C5 1.67605 -0.65342 -0.54830
S1 1.70959 0.18446 1.04925
C6 -0.07072 0.32437 1.43756
O1 -0.46374 1.65330 1.35474
H1 -1.37573 2.92435 -0.07066
H2 -1.59165 0.90796 -1.64970
H3 -1.70707 -0.93354 0.19681
H4 -0.08043 -1.69782 -1.49240
H5 0.56876 -2.29418 0.06793
H6 2.56845 -1.34056 -0.55379
H7 1.78783 0.03916 -1.28929
H8 -0.24088 -0.02430 2.37392

- Multiplicity: 1
- Energy relative to the best compared isomer or geometry (same formula, charge and spin): 1.5996 eV
- Total charge: 0
- E: -706.78738 hartree
- LUMO level: 0.92 eV
- Orbital gap: 9.51 eV

Atom charges from the Mulliken analysis, given in e for atoms 1 to 8: number 1, C, carries -0.3872; number 2, C, carries -0.4491; number 3, C, carries 0.1135; number 4, C, carries -0.8454; number 5, C, carries -0.6685; number 6, S, carries -0.1800; number 7, C, carries -0.1686; number 8, O, carries -0.3952



[4]
DFT (wB97M-V/def2-TZVPD) results for the molecule C6H8OS2 at a distorted geometry.

Geometry (Å):
C1 1.93442 0.03182 1.12684
C2 1.36368 -0.72261 0.26093
S1 2.05497 -2.69198 -0.11586
C3 0.72032 -2.88873 -1.17022
S2 0.21616 -4.13055 -2.16500
O1 -0.11164 -1.85902 -1.34379
C4 0.08611 -0.70094 -0.54201
C5 -0.20477 0.44502 -1.51848
C6 -1.07108 -0.82105 0.55189
H1 2.65231 -0.44302 1.78280
H2 1.46928 1.02995 1.36199
H3 0.36143 1.41146 -1.33826
H4 -1.25073 0.57588 -1.64979
H5 0.34228 0.09912 -2.44725
H6 -1.21875 0.25726 0.75361
H7 -0.70662 -1.34483 1.46946
H8 -2.08574 -1.09417 0.12721

- Multiplicity: 1
- Energy relative to the best compared isomer or geometry (same formula, charge and spin): 0.8499 eV
- Total charge: 0
- E: -1104.94510 hartree
- LUMO level: 0.10 eV
- Orbital gap: 8.39 eV

Atom charges from the Mulliken analysis, given in e for atoms 1 to 8: number 1, C, carries -0.5467; number 2, C, carries -0.2617; number 3, S, carries -0.1276; number 4, C, carries 0.2482; number 5, S, carries -0.2954; number 6, O, carries -0.2023; number 7, C, carries 1.0578; number 8, C, carries -1.2358



[5]
DFT (wB97M-V/def2-TZVPD) results for a structure of composition C6H8S at a distorted geometry.

Geometry (Å):
C1 -1.02982 -0.43114 0.03311
C2 -0.41613 0.52353 0.98841
C3 0.44994 0.86665 -0.26205
C4 -0.29226 -0.14269 -1.06388
C5 0.33668 0.08885 2.20749
C6 -0.01713 -0.63537 -2.42972
S1 1.84756 1.73956 -0.33913
H1 -1.99365 -0.85298 0.12541
H2 -1.07471 1.26428 1.25773
H3 0.79649 0.94474 2.89795
H4 1.30514 -0.44904 2.05928
H5 -0.17287 -0.69183 2.88868
H6 0.46303 -1.52328 -2.23000
H7 0.67947 -0.00369 -3.02838
H8 -0.88175 -0.69760 -3.10491

- Multiplicity: 1
- Energy relative to the best compared isomer or geometry (same formula, charge and spin): 2.2625 eV
- Total charge: 0
- E: -631.50802 hartree
- LUMO level (alpha / beta): -0.41 / -0.41 eV
- Orbital gap (alpha / beta): 8.05 / 8.05 eV

Atom charges from the Mulliken analysis, given in e for atoms 1 to 8: number 1, C, carries -0.5992; number 2, C, carries 0.3646; number 3, C, carries -0.2410; number 4, C, carries 0.5049; number 5, C, carries -1.2631; number 6, C, carries -1.1536; number 7, S, carries -0.2788; number 8, H, carries 0.4051



[6]
DFT (wB97M-V/def2-TZVPD) results for the molecule C6H8S2 at a distorted geometry.

Geometry (Å):
C1 -2.37566 0.84397 -0.40726
C2 -2.88430 0.25667 -1.51279
C3 -1.45054 -0.10350 -1.09076
S1 -1.20947 -1.64952 -0.27540
C4 0.04667 -1.05102 0.89459
C5 1.26219 -0.61689 0.06646
C6 1.14755 0.70682 -0.61877
S2 -0.04559 0.44775 -1.98503
H1 -2.36532 1.65837 0.26396
H2 -3.56524 0.11932 -2.40307
H3 0.38435 -1.89216 1.43999
H4 -0.16531 -0.19448 1.73937
H5 2.15305 -0.69740 0.72269
H6 1.28747 -1.36611 -0.61375
H7 0.72146 1.43099 0.08146
H8 1.90203 1.07233 -1.38343

- Multiplicity: 1
- Energy relative to the best compared isomer or geometry (same formula, charge and spin): 3.7198 eV
- Total charge: 0
- E: -1029.65437 hartree
- LUMO level: 0.81 eV
- Orbital gap: 8.90 eV

Atom charges from the Mulliken analysis, given in e for atoms 1 to 8: number 1, C, carries -0.2848; number 2, C, carries -0.5255; number 3, C, carries 0.3847; number 4, S, carries -0.1993; number 5, C, carries -0.5422; number 6, C, carries -0.9754; number 7, C, carries -0.4815; number 8, S, carries -0.1989



> Which value of E does entry 2 give?

-706.83593 hartree